Entry 1:
Below is a structure of composition C34H57CuN3O3Si at a distorted geometry, with properties calculated with ωB97M-V with the def2-TZVPD basis set.

Last column: Löwdin charge in e.
CARTESIAN COORDINATES (ANGSTROEM)
Cu  -0.356  0.115  0.009  0.491
Si  -1.385  -3.340  0.141  0.445
O  3.275  -2.031  -0.744  -0.144
O  -0.978  4.464  0.037  -0.008
O  3.278  -3.762  0.891  -0.156
N  -1.348  0.303  1.689  -0.013
N  -1.532  0.500  -1.453  -0.005
N  -0.057  2.221  -0.011  0.081
C  -0.903  -0.152  -3.730  -0.224
C  -1.182  3.378  -2.396  -0.097
C  4.605  -1.510  -0.381  -0.173
C  -0.513  0.212  -5.019  -0.071
C  -0.186  0.195  3.848  -0.225
C  -3.288  0.218  0.212  -0.057
C  3.323  -3.339  2.295  -0.155
C  -1.023  2.324  3.030  -0.217
C  -1.392  -4.018  1.897  -0.192
C  -0.814  0.928  2.825  -0.190
C  -0.888  2.197  -3.187  -0.229
C  -0.333  3.013  4.016  -0.047
C  -1.056  -4.756  -1.073  -0.194
C  -1.084  0.856  -2.751  -0.169
C  -3.447  -0.289  2.668  -0.014
C  -2.808  0.518  -1.084  -0.330
C  -0.265  1.550  -5.381  -0.086
C  0.312  0.887  4.953  -0.079
C  -1.223  -1.589  -3.468  -0.056
C  -0.144  -1.878  -0.053  -0.274
C  -0.469  3.359  -0.043  -0.597
C  0.270  2.290  5.039  -0.094
C  -0.150  -1.301  3.853  -0.061
C  3.451  -1.862  -3.191  -0.046
C  -3.172  -2.896  -0.218  -0.179
C  4.056  -6.070  0.826  -0.057
C  -1.769  3.115  2.089  -0.079
C  -3.826  0.842  -2.138  -0.008
C  3.256  -2.776  -2.014  -0.214
C  -2.638  0.090  1.458  -0.346
C  2.938  -5.123  0.485  -0.163
C  5.753  -2.478  -0.508  -0.071
C  -0.427  2.542  -4.431  -0.071
C  4.723  -3.429  2.832  -0.051
H  -1.670  -1.756  -2.480  0.040
H  -0.309  -2.201  -3.542  0.072
H  0.726  -1.914  0.641  -0.033
H  6.648  -2.022  -0.058  0.101
H  -1.377  4.364  -2.828  0.097
H  4.745  -3.131  3.886  0.099
H  -1.001  -1.728  4.416  0.086
H  -2.838  2.988  1.968  0.103
H  0.027  1.832  -6.396  0.096
H  -0.377  -4.193  2.281  0.010
H  -1.427  2.490  1.255  0.035
H  4.765  -0.628  -1.011  0.134
H  -1.944  -5.406  -1.147  0.030
H  0.665  2.823  5.909  0.094
H  -2.107  3.130  -1.829  0.100
H  -0.157  -1.733  2.845  0.038
H  -3.886  0.019  -2.875  0.096
H  -3.282  -2.266  -1.109  0.020
H  -1.910  -3.338  2.592  0.016
H  5.598  -3.434  0.015  0.065
H  2.972  -2.300  2.293  0.137
H  -0.851  -4.367  -2.082  0.015
H  0.757  -1.636  4.380  0.069
H  -4.484  -0.468  2.370  0.075
H  4.428  -1.368  -3.150  0.079
H  3.876  -7.050  0.369  0.095
H  2.779  -5.088  -0.599  0.124
H  -1.462  4.153  2.088  0.084
H  1.993  -5.397  0.969  0.132
H  2.666  -1.095  -3.240  0.097
H  0.745  0.308  5.766  0.095
H  -0.431  -0.580  -5.763  0.102
H  -0.410  4.106  4.018  0.115
H  -4.802  0.975  -1.655  0.081
H  5.999  -2.681  -1.558  0.084
H  5.119  -4.449  2.767  0.075
H  -0.202  -5.376  -0.762  0.004
H  5.404  -2.759  2.291  0.075
H  3.408  -2.454  -4.115  0.097
H  -0.160  3.615  -1.985  0.105
H  -3.433  0.528  3.408  0.097
H  -3.629  -2.357  0.624  0.020
H  2.272  -3.254  -2.048  0.124
H  -3.561  1.766  -2.679  0.087
H  2.621  -3.969  2.849  0.138
H  -0.290  3.613  -4.631  0.120
H  3.084  -2.910  0.139  0.081
H  0.313  -1.831  -1.070  -0.027
H  -3.756  -3.814  -0.390  0.035
H  4.042  -3.546  -1.988  0.116
H  4.493  -1.181  0.655  0.127
H  -4.374  0.084  0.273  0.101
H  5.024  -5.716  0.446  0.085
H  -1.930  -4.981  1.937  0.035
H  -3.051  -1.197  3.157  0.075
H  -1.925  -1.957  -4.238  0.092
H  4.141  -6.221  1.908  0.081

Values from the calculation:
- Orbital gap (spin up / spin down): 6.1 / 6.0 eV
- Maximum force: 0.044 hartree/bohr
- HOMO (spin up / spin down): -6.44 / -6.32 eV
- 2S+1: 2
- Charge: 0
- E_tot: -3649.47007 Ha

---

Entry 2:
Below is the molecule C5H5NO, with properties calculated with ωB97M-V with the def2-TZVPD basis set.

Last column: Löwdin charge in e.
CARTESIAN COORDINATES (ANGSTROEM)
O  -1.790  -0.974  1.724  0.082
N  0.560  -1.770  -2.365  0.178
C  -0.626  0.422  0.162  -0.359
C  -0.423  0.345  -1.283  0.078
C  -0.881  -0.849  0.945  -0.233
C  0.862  0.928  0.334  -0.035
C  0.175  -0.838  -1.780  -0.278
H  -1.327  1.206  0.458  0.140
H  -0.165  -1.669  0.726  0.135
H  1.547  0.087  0.508  0.100
H  0.901  1.656  1.152  0.105
H  1.167  1.454  -0.581  0.087

Values from the calculation:
- Orbital gap: 7.9 eV
- Maximum force: 0.014 hartree/bohr
- HOMO: -9.59 eV
- Charge: 0
- E_tot: -323.36481 Ha

---

Entry 3:
Below is a cluster of 5 separate species, C40H88ClIN7O5 in total at a distorted geometry, with properties calculated with ωB97M-V with the def2-TZVPD basis set.

Last column: Löwdin charge in e.
CARTESIAN COORDINATES (ANGSTROEM)
I  1.680  3.756  7.536  0.897
Cl  -2.847  1.298  5.575  0.534
O  -8.155  5.412  -0.193  -0.218
O  3.335  -4.378  -1.724  -0.209
O  8.369  -6.540  -6.253  -0.196
O  -7.931  1.369  -1.278  -0.211
O  2.497  0.550  1.242  -0.100
N  -6.379  7.661  -0.377  0.032
N  5.433  -5.904  -2.957  0.031
N  -8.156  -0.909  -3.013  0.036
N  3.239  3.221  2.774  0.048
N  0.450  0.172  2.909  -0.076
N  -0.371  0.403  3.970  0.132
N  7.649  -4.405  -4.472  0.035
C  5.458  1.951  -1.694  -0.120
C  4.821  -0.850  -0.652  -0.099
C  3.098  -5.738  -2.098  -0.196
C  8.991  -5.000  -4.384  -0.429
C  0.477  -3.677  1.649  -0.176
C  2.701  -3.421  -2.558  -0.110
C  4.031  -6.261  -3.215  -0.413
C  1.210  -2.280  2.205  -0.161
C  -7.728  7.847  0.176  -0.430
C  -4.854  -0.542  -0.090  -0.162
C  -7.629  7.965  1.695  -0.076
C  -8.274  4.826  1.095  -0.100
C  -3.485  -1.038  0.682  -0.273
C  -0.254  -3.381  0.174  -0.209
C  0.095  -1.084  2.078  -0.113
C  3.643  -5.773  -4.608  -0.063
C  -0.024  5.364  3.407  -0.130
C  -8.692  6.734  -0.293  -0.191
C  -1.891  -3.245  0.288  -0.206
C  0.185  5.231  5.061  -0.260
C  -2.440  -1.829  -0.330  -0.216
C  -0.114  1.623  4.787  -0.073
C  -9.006  0.443  -1.097  -0.199
C  1.115  2.725  4.511  -0.030
C  5.089  1.846  -0.085  -0.346
C  5.002  0.313  0.489  -0.281
C  -8.317  2.612  -1.844  -0.107
C  1.650  0.923  2.393  0.019
C  2.076  2.325  3.200  -0.015
C  -0.700  0.921  7.365  -0.290
C  9.020  -6.424  -4.984  -0.196
C  6.189  2.780  0.757  -0.107
C  3.843  0.113  1.678  -0.148
C  9.997  -4.049  -5.026  -0.079
C  -9.360  -0.373  -2.362  -0.429
C  -1.090  1.631  8.825  -0.156
C  -10.168  0.418  -3.388  -0.073
C  -1.141  1.895  6.079  -0.582
C  9.175  -6.170  -7.361  -0.109
C  1.357  4.085  5.393  -0.710
H  -10.598  -0.259  -4.137  0.079
H  -7.593  3.369  -1.526  0.078
H  5.714  -6.309  -2.063  0.088
H  1.728  -3.767  -2.919  0.091
H  6.995  -5.001  -3.963  0.012
H  -8.890  6.889  -1.361  0.122
H  5.688  -0.826  -1.438  0.097
H  4.864  -1.893  -0.073  0.099
H  -8.277  2.557  -2.933  0.076
H  -8.660  -0.261  -0.331  0.116
H  6.886  3.408  0.025  0.090
H  4.040  2.349  0.121  0.121
H  -9.888  0.944  -0.680  0.118
H  6.041  0.096  1.026  0.145
H  5.614  3.553  1.449  0.056
H  -7.140  8.906  1.972  0.078
H  9.260  -5.085  -3.324  0.133
H  -2.986  -0.069  1.150  0.100
H  1.649  -2.413  3.292  0.132
H  3.901  -4.725  -4.775  0.066
H  8.463  -7.085  -4.308  0.118
H  0.995  5.463  2.829  0.072
H  8.804  -6.701  -8.243  0.088
H  -0.659  6.353  3.207  0.101
H  4.259  0.690  2.611  0.128
H  -7.043  7.160  2.143  0.061
H  -9.312  2.926  -1.512  0.094
H  -1.867  1.013  9.445  0.085
H  -9.663  6.800  0.213  0.119
H  2.546  -2.510  -1.972  0.059
H  10.110  -3.145  -4.415  0.074
H  0.552  6.312  5.407  0.131
H  -2.463  -4.122  -0.283  0.127
H  2.041  -5.895  -2.348  0.116
H  10.983  -4.518  -5.108  0.078
H  0.487  0.799  7.403  0.086
H  -2.994  -1.929  -1.370  0.119
H  5.463  -4.895  -2.783  0.075
H  -8.624  7.962  2.154  0.080
H  -0.134  1.811  9.479  0.057
H  -1.530  -1.104  -0.505  0.088
H  -3.821  -1.708  1.597  0.108
H  4.169  -6.356  -5.374  0.083
H  -0.651  4.439  3.003  0.089
H  -8.281  3.739  0.974  0.081
H  -7.510  -0.126  -3.150  0.071
H  9.691  -3.720  -6.022  0.063
H  4.098  3.026  3.341  0.101
H  2.568  -5.894  -4.781  0.080
H  -1.157  -0.171  7.266  0.116
H  3.292  -6.329  -1.194  0.120
H  -8.123  8.801  -0.195  0.136
H  0.094  -0.714  0.947  0.131
H  7.343  -4.488  -5.446  0.072
H  -6.093  6.701  -0.164  0.069
H  -1.118  3.004  6.451  0.069
H  3.898  -1.039  1.956  0.131
H  -2.149  -3.317  1.445  0.099
H  -9.198  5.123  1.600  0.094
H  -9.562  1.146  -3.932  0.064
H  10.042  -6.822  -5.032  0.116
H  -5.445  -1.494  -0.502  0.086
H  9.075  -5.101  -7.556  0.072
H  -7.666  -1.509  -2.349  0.062
H  10.226  -6.436  -7.216  0.090
H  2.941  4.236  2.891  0.085
H  -5.593  0.005  0.671  0.086
H  2.365  4.572  4.978  0.087
H  1.382  -4.408  1.389  0.119
H  -1.013  -1.450  2.282  0.142
H  5.324  3.090  -1.980  0.089
H  -7.405  5.083  1.704  0.074
H  -4.636  0.227  -0.949  0.084
H  3.351  -3.165  -3.397  0.080
H  -1.546  2.709  8.596  0.080
H  6.567  1.593  -1.905  0.100
H  -6.440  7.673  -1.396  0.073
H  3.951  -7.355  -3.223  0.139
H  -0.868  4.943  5.484  0.104
H  -0.030  -4.322  -0.522  0.113
H  4.665  1.362  -2.364  0.090
H  2.047  -2.043  1.392  0.106
H  -10.996  0.950  -2.909  0.079
H  -9.983  -1.218  -2.044  0.135
H  3.744  -0.752  -1.100  0.081
H  6.857  2.107  1.482  0.083
H  -0.275  -4.128  2.429  0.118
H  0.230  -2.456  -0.386  0.102

Values from the calculation:
- Orbital gap: 5.5 eV
- Maximum force: 0.115 hartree/bohr
- HOMO: -10.03 eV
- Charge: +1
- E_tot: -3093.35033 Ha

---

Entry 4:
Below is a structure of composition C20H21MgN4O2S2, with properties calculated with ωB97M-V with the def2-TZVPD basis set.

Last column: Löwdin charge in e.
CARTESIAN COORDINATES (ANGSTROEM)
S  0.930  0.499  2.370  0.562
S  1.896  -1.799  0.190  0.549
Mg  0.009  -0.102  0.088  0.418
O  0.850  1.395  -1.180  0.011
O  2.998  0.908  -0.978  -0.048
N  2.131  2.596  0.287  -0.005
N  -1.945  1.177  0.017  -0.028
N  -1.413  -1.555  0.090  -0.023
N  0.971  3.301  0.700  0.062
C  -2.902  0.324  -0.105  -0.105
C  1.928  1.596  -0.612  -0.642
C  1.187  -3.899  3.553  -0.132
C  -3.600  -2.131  -0.169  -0.075
C  -2.105  2.743  2.435  -0.051
C  -2.840  -3.296  -0.090  -0.111
C  -2.236  3.463  3.615  -0.081
C  0.674  -1.616  4.065  -0.156
C  1.536  -3.516  2.270  -0.163
C  1.029  -1.210  2.777  -0.706
C  -2.742  4.753  3.599  -0.112
C  1.458  -2.183  1.842  -0.730
C  -2.964  4.613  1.209  -0.059
C  -2.454  3.316  1.218  -0.209
C  0.745  -2.943  4.458  -0.134
C  -1.506  -2.887  0.058  -0.166
C  4.143  0.881  -0.131  -0.076
C  -2.291  2.578  -0.101  -0.193
C  -3.111  5.325  2.389  -0.106
C  -2.689  -1.070  -0.053  -0.345
H  4.648  1.852  -0.126  0.093
H  4.794  0.118  -0.544  0.094
H  -1.933  3.003  4.548  0.103
H  -1.708  1.737  2.459  0.069
H  -0.625  -3.504  0.159  0.087
H  2.739  2.323  1.049  0.097
H  -2.853  5.309  4.522  0.092
H  0.273  2.614  0.977  0.001
H  3.856  0.574  0.877  0.077
H  1.249  -4.942  3.843  0.085
H  -3.931  0.664  -0.278  0.131
H  -3.247  5.072  0.268  0.109
H  -3.516  6.330  2.362  0.093
H  -3.230  2.701  -0.659  0.113
H  0.447  -3.229  5.460  0.083
H  -3.199  -4.312  -0.135  0.076
H  -4.671  -2.050  -0.291  0.088
H  1.224  3.797  1.544  0.088
H  0.340  -0.861  4.767  0.081
H  -1.503  3.072  -0.677  0.112
H  1.885  -4.252  1.555  0.083

Values from the calculation:
- Orbital gap: 6.4 eV
- Maximum force: 0.017 hartree/bohr
- HOMO: -3.62 eV
- Charge: -1
- E_tot: -2140.88895 Ha